A) 31
Properties=species:S:1:pos:R:3 method="wB97M-V/def2-TZVPD" homo_energy_ev=-8.483 multiplicity=1 homo_lumo_gap_ev=9.29 charge=0 smiles="C=CC[C@]1(c2ccccc2)COC12CC2" e_lumo_ev=0.81
C -3.252 1.461 0.035
C -2.520 1.628 -1.189
C -2.563 0.960 1.153
C -1.243 1.058 -1.308
C -1.283 0.403 1.011
C -0.724 0.289 -0.295
C -0.881 -3.564 0.539
C -0.355 -2.572 -0.154
C 2.760 1.088 1.219
C 1.925 2.133 0.296
C 1.509 -0.333 -1.709
C 0.631 -0.388 -0.437
C 1.967 0.684 0.056
C 0.731 -1.589 0.417
O 2.674 0.204 -1.094
H -4.267 1.729 -0.034
H -2.915 2.245 -1.916
H -3.029 1.024 2.123
H -0.650 1.110 -2.223
H -0.732 -0.013 1.825
H -1.534 -4.281 0.212
H -0.710 -3.682 1.635
H -0.587 -2.546 -1.197
H 3.863 1.027 1.096
H 2.402 1.128 2.213
H 1.206 2.677 0.909
H 2.462 2.746 -0.387
H 1.771 -1.262 -2.136
H 1.161 0.333 -2.542
H 0.541 -1.566 1.515
H 1.641 -2.131 0.365

---

B) 31
Properties=species:S:1:pos:R:3 method="wB97M-V/def2-TZVPD" homo_energy_ev=-8.308 multiplicity=1 homo_lumo_gap_ev=9.14 charge=0 smiles=Cc1ccc(O)cc1.Cc1ccccc1 e_lumo_ev=0.83
C -0.017 -2.728 -2.607
C 0.818 -2.385 1.169
C 0.710 -2.967 -0.103
C -0.202 -1.541 1.548
C -0.055 -2.392 -1.119
C -0.929 -0.872 0.568
C -0.760 -1.244 -0.749
H 1.564 -2.766 1.837
H 1.504 -3.627 -0.480
H -0.223 -1.205 2.584
H -1.506 0.002 0.822
H -0.234 -3.805 -2.486
H 0.935 -2.566 -3.081
H -1.237 -0.668 -1.594
H -0.925 -2.267 -2.959
C 2.085 0.747 -0.296
C -1.323 2.481 -0.288
C -0.136 1.848 -0.731
C -1.351 2.915 1.023
C 0.807 1.442 0.181
C -0.475 2.443 1.956
C 0.699 1.837 1.528
O -2.412 3.720 1.497
H -1.999 2.771 -1.070
H -0.063 1.798 -1.815
H -3.031 3.703 0.758
H -0.607 2.482 3.012
H 2.943 1.409 -0.136
H 1.960 0.442 -1.343
H 1.264 1.220 2.211
H 2.198 -0.228 0.164

---

Most favorable structure: B). The second most favorable one is 0.1057 hartree above it.

---

A) 31
Properties=species:S:1:pos:R:3 method="wB97M-V/def2-TZVPD" homo_energy_ev=-8.352 multiplicity=1 homo_lumo_gap_ev=9.15 charge=0 smiles=Cc1ccc(O)cc1.Cc1ccccc1 e_lumo_ev=0.80
C -3.327 -3.440 -0.243
C -1.292 -1.986 -0.174
C -1.899 -3.165 -0.586
C 0.123 -1.911 -0.174
C 0.895 -3.002 -0.503
C -1.099 -4.206 -1.089
C 0.271 -4.170 -0.990
H -1.777 -1.032 -0.034
H 0.546 -0.927 -0.012
H -3.820 -2.745 0.434
H -3.418 -4.443 0.184
H 1.960 -3.028 -0.320
H -1.508 -5.147 -1.440
H 0.940 -4.921 -1.387
H -3.981 -3.483 -1.126
C -1.402 4.288 1.223
C 1.913 1.875 0.021
C 1.473 2.850 -0.879
C 1.496 1.845 1.323
C 0.491 3.678 -0.379
C 0.379 2.567 1.754
C -0.187 3.448 0.837
O 2.855 0.905 -0.222
H 2.022 2.987 -1.800
H 3.281 0.926 -1.072
H 1.846 0.982 1.881
H 0.304 4.614 -0.893
H -0.022 2.444 2.749
H -1.183 4.859 2.121
H -2.225 3.582 1.311
H -1.615 5.001 0.435

---

B) 31
Properties=species:S:1:pos:R:3 method="wB97M-V/def2-TZVPD" homo_energy_ev=-8.322 multiplicity=1 homo_lumo_gap_ev=9.13 charge=0 smiles=Cc1ccc(O)cc1.Cc1ccccc1 e_lumo_ev=0.81
C -2.698 -1.651 -0.424
C -2.129 0.814 -0.552
C -2.585 -0.335 -1.181
C -2.003 1.944 -1.354
C -2.213 1.941 -2.718
C -2.944 -0.358 -2.527
C -2.705 0.781 -3.307
H -1.828 0.873 0.482
H -1.801 2.864 -0.813
H -1.723 -1.997 -0.074
H -2.994 -2.466 -1.092
H -1.981 2.866 -3.224
H -3.376 -1.224 -3.002
H -2.897 0.701 -4.368
H -3.425 -1.649 0.387
C 1.855 1.912 -0.303
C 1.046 -0.214 0.693
C 2.095 0.667 0.491
C 1.102 -1.303 1.554
C 2.195 -1.388 2.392
C 3.284 0.388 1.193
C 3.322 -0.606 2.165
O 2.344 -2.296 3.421
H 0.100 -0.070 0.183
H 0.334 -2.066 1.587
H 1.576 1.600 -1.314
H 2.676 2.617 -0.443
H 4.197 0.922 0.959
H 1.494 -2.747 3.618
H 4.204 -0.775 2.765
H 1.106 2.530 0.189

---

Most favorable structure: B). The second most favorable one is 0.0169 hartree above it.

---

A) 16
Properties=species:S:1:pos:R:3 method="wB97M-V/def2-TZVPD" homo_energy_ev=-10.268 multiplicity=1 homo_lumo_gap_ev=11.17 charge=0 smiles=OCCCO.O e_lumo_ev=0.90
C 0.828 1.010 -0.751
O 0.941 2.414 -0.430
C 1.702 0.207 0.200
C 1.888 -1.323 0.078
O 2.756 -1.898 1.082
H 1.345 0.978 -1.694
H -0.256 0.760 -0.745
H 0.570 2.617 0.436
H 1.707 0.577 1.227
H 2.751 0.343 -0.119
H 2.242 -1.680 -0.908
H 0.919 -1.836 0.097
H 3.582 -1.781 0.607
H -6.931 0.258 0.922
H -7.286 -0.138 -0.364
O -6.756 -0.507 0.361

---

B) 16
Properties=species:S:1:pos:R:3 method="wB97M-V/def2-TZVPD" homo_energy_ev=-9.450 multiplicity=1 homo_lumo_gap_ev=10.05 charge=0 smiles="C=C(C)O.O.O" e_lumo_ev=0.60
C 1.123 -0.903 -0.603
C 0.180 -0.134 -1.119
O -0.734 0.443 -0.226
C -0.085 0.166 -2.572
H 1.925 -1.382 -1.148
H 1.163 -1.083 0.467
H -0.999 1.326 -0.512
H 0.787 0.697 -2.977
H -0.162 -0.791 -3.082
H -0.930 0.822 -2.698
H -1.922 -1.388 2.222
H -0.846 -0.615 1.412
O -1.220 -0.738 2.296
H 1.232 0.879 3.136
H -0.110 1.129 2.462
O 0.598 1.573 2.943

---

Most favorable structure: B). The second most favorable one is 0.0308 hartree above it.